Computed, not measured: a molecular structure, C31H49Cl6CoNO23 in a non-equilibrium geometry, with the ωB97M-V functional and the def2-TZVPD basis.

XYZ file:
```
111
Properties=species:S:1:pos:R:3:mulliken_charge:R:1
Co -1.3277 -2.2590 0.7385 1.192
Cl -3.1179 -3.2354 -0.3422 -0.610
Cl -0.7423 -0.1601 0.0947 -0.278
C 4.1320 -3.7050 0.5546 -0.659
N 4.9518 -2.5708 -0.0883 1.035
O 4.6167 -2.2975 -1.2415 -0.614
O 5.8546 -2.0827 0.5247 -0.556
H 3.1565 -3.4156 0.3373 0.053
H 4.3872 -3.7336 1.5978 0.307
H 4.5137 -4.5395 0.0369 0.349
C 1.9763 -2.9547 -3.4095 -0.960
C 1.0697 -4.0638 -2.8985 0.385
C 1.8886 -5.1438 -2.1817 -0.528
O 1.4305 -5.0524 -0.8266 -0.375
C 0.5789 -4.0764 -0.6635 0.047
O 0.1285 -3.7595 0.4111 -0.586
O 0.2943 -3.4703 -1.8064 0.107
H 1.4005 -2.0838 -3.7324 0.170
H 2.5149 -3.2795 -4.2926 0.453
H 2.6828 -2.7109 -2.6273 0.155
H 0.3309 -4.5476 -3.5902 0.312
H 2.9611 -4.9062 -2.2721 0.235
H 1.7705 -6.1371 -2.5570 0.392
C 1.5184 3.9553 1.2930 -1.428
C 0.6402 3.6689 2.4377 0.608
C -0.7959 3.0776 2.0614 -0.081
O -1.0175 2.1841 3.2033 -0.233
C 0.0327 2.0855 3.9405 0.665
O 0.1136 1.4908 4.9796 -0.621
O 1.1484 2.7081 3.4120 -0.370
H 2.5563 4.0202 1.6396 0.516
H 1.2398 4.8501 0.7036 0.577
H 1.4251 3.1668 0.5219 -0.020
H 0.4029 4.5665 2.9754 0.198
H -0.7473 2.4410 1.1762 -0.102
H -1.6126 3.8620 2.0210 0.273
C -4.2793 -0.0025 4.9702 -1.596
C -2.8173 -0.2823 4.8202 0.998
C -2.1723 -1.2804 5.7230 -0.436
O -1.3332 -2.0970 4.8662 -0.343
C -1.6285 -1.7781 3.6053 0.295
O -1.0275 -2.3535 2.7105 -0.359
O -2.5650 -0.8892 3.4866 0.050
H -4.7139 -0.8802 4.6048 0.445
H -4.4917 0.8197 4.2913 0.318
H -4.5057 0.3181 5.9782 0.389
H -2.2110 0.6053 4.8129 -0.237
H -2.9062 -2.0013 6.1420 0.297
H -1.6307 -0.7708 6.5283 0.324
C 5.4803 0.0909 4.2532 -1.540
C 4.0820 0.4799 3.7583 0.456
C 4.0963 1.0676 2.3702 0.253
O 3.6486 -0.0124 1.5169 0.154
C 3.0723 -0.9473 2.2741 0.199
O 2.4912 -1.9296 1.9104 -0.528
O 3.2620 -0.6701 3.5493 -0.391
H 5.4830 -0.4750 5.1842 0.378
H 5.9507 1.0442 4.4717 0.419
H 6.1555 -0.4501 3.5603 0.290
H 3.4819 1.1464 4.3537 0.442
H 5.1359 1.3687 2.0306 0.315
H 3.4236 1.8484 2.1782 -0.492
C -0.4312 4.3364 -1.7841 -1.074
C -1.4347 3.6465 -2.6805 1.344
C -2.7115 4.4470 -2.8365 -0.175
O -2.9231 4.4396 -4.3162 -0.395
C -1.8106 3.9502 -4.9000 0.601
O -1.6164 3.8332 -6.0546 -0.547
O -0.8771 3.5840 -3.9951 -0.401
H -0.0408 5.3117 -2.1008 0.334
H 0.5248 3.6969 -1.7730 -0.098
H -0.7075 4.2174 -0.7129 0.185
H -1.6047 2.6193 -2.3331 -0.183
H -2.6835 5.5521 -2.6296 0.235
H -3.5837 3.9685 -2.3645 0.152
C 3.4759 0.4607 -4.1729 -1.509
C 3.3458 0.8587 -2.7045 0.974
C 4.5884 0.9903 -1.8112 0.222
O 4.5271 2.2447 -1.2587 -0.388
C 3.4421 2.9180 -1.6997 0.484
O 3.1888 4.0121 -1.4025 -0.508
O 2.7428 2.1697 -2.5544 -0.389
H 2.6091 0.9022 -4.6360 0.428
H 3.4216 -0.6030 -4.3852 0.199
H 4.3704 0.8929 -4.5723 0.425
H 2.6262 0.1913 -2.2213 0.010
H 5.4859 0.8478 -2.3556 0.378
H 4.6196 0.2388 -1.0195 -0.312
C -5.9063 -0.9141 0.6700 -1.449
C -4.6489 -0.1421 0.5157 1.954
C -4.3913 0.3295 -0.9097 0.582
O -4.3605 1.7764 -0.8526 -0.344
C -4.5279 2.1502 0.4167 0.660
O -4.5879 3.3097 0.7471 -0.641
O -4.7464 1.1221 1.2412 -0.369
H -5.8802 -1.3188 1.7063 0.282
H -6.0201 -1.6767 -0.0947 0.300
H -6.7914 -0.1862 0.6024 0.383
H -3.7712 -0.6744 0.8784 -0.970
H -5.2209 0.0566 -1.5588 0.164
H -3.4006 0.0191 -1.2620 -0.567
C -5.1486 -4.3512 -3.0919 -0.074
Cl -5.4621 -2.6071 -3.2092 -0.128
Cl -4.2914 -4.8628 -4.4918 -0.152
H -4.5696 -4.5583 -2.2125 0.016
H -6.0797 -4.9340 -3.0370 0.357
C -1.8746 -1.2449 -3.5872 0.395
Cl -1.4465 -2.4528 -4.9409 -0.190
Cl -1.0646 0.2438 -4.0959 -0.136
H -2.9053 -1.1548 -3.5157 0.261
H -1.2845 -1.5174 -2.7249 -0.439
```

Its spin multiplicity is 4. Its frontier orbital gap (alpha / beta) is 9.928 / 9.755 eV. The HOMO energy (alpha / beta) is -0.3632 / -0.3569 Ha. As for the energy: -7139.947686 a.u. For the LUMO energy (alpha / beta), the calculation gives 0.00160 / 0.00159 hartree.